One molecule with the formula C3H5N5O at a distorted geometry, computed with ωB97M-V with the def2-TZVPD basis set.

HOMO level: -9.23 eV
Net charge: 0
Lowest unoccupied orbital energy: 0.421 eV
Relative energy (zero: lowest compared OMol25 entry of this formula, charge and spin): 109.1 kJ/mol
SMILES: N/N=c1/[nH]ncc(=O)[nH]1
Total energy: -466.2814 a.u.

```
14
Properties=species:S:1:pos:R:3:forces:R:3
C 0.528203 0.412958 0.020214 -1.7 1.3 -0.2
C -2.170348 0.571854 0.114056 0.0 -1.3 0.5
C -1.530952 -0.813788 0.038971 -0.8 0.2 -0.4
H 2.959750 -0.771925 -0.787395 -1.2 -0.9 2.3
H 2.785303 -0.938851 0.912622 0.3 -0.3 -0.5
H 0.391531 2.421739 -0.416006 -1.6 -0.8 0.8
H -3.242632 0.482675 0.289703 0.2 0.7 -0.2
H 0.329931 -1.674749 -0.214484 -0.4 1.6 0.7
N 2.254619 -0.867283 0.042483 3.0 0.4 -2.0
N 1.780687 0.483332 0.069976 0.3 0.3 0.0
N -0.215991 1.640609 -0.070354 2.1 -1.4 -0.3
N -1.547921 1.693659 0.038305 -0.4 -0.3 -0.4
N -0.166900 -0.779762 0.034786 -0.4 -0.8 -0.6
O -2.155282 -1.860469 -0.072880 0.4 1.2 0.3
```
Forces are in eV/Å.